One molecule with the formula C3H11F2NOSi2 in a non-equilibrium geometry. Source: OMol25; level of theory: ωB97M-V/def2-TZVPD.

The SMILES is C[Si](C)(O)N[Si](C)(F)F. The value obtained for the highest occupied orbital energy is -9.674 eV. For the max |F|, the calculation gives 4.32 eV/A.

Element x y z (Å)
C (-0.95981, -0.69096, 2.43217)
Si (0.08143, -0.97969, 0.72533)
C (1.78010, -1.65028, 1.13316)
O (-0.53377, -2.16195, -0.19970)
N (0.23964, 0.46125, -0.20761)
Si (-0.64330, 0.99441, -1.55902)
C (0.05121, 2.59519, -2.31501)
F (-0.63233, -0.10873, -2.72363)
F (-2.18007, 1.09752, -1.20736)
H (-1.83119, -0.06598, 2.12996)
H (-1.21142, -1.65406, 2.75170)
H (-0.16566, -0.34519, 3.11950)
H (2.35892, -0.94155, 1.73326)
H (1.52277, -2.54014, 1.65440)
H (2.29848, -1.92527, 0.22487)
H (-1.46221, -2.00004, -0.44458)
H (0.65474, 1.21076, 0.21402)
H (-0.17759, 2.67578, -3.31080)
H (-0.23156, 3.54989, -1.85981)
H (1.04159, 2.47902, -2.29082)